1.
DFT (ωB97M-V with the def2-TZVPD basis set) results for 7 unconnected molecules or ions with the total composition C28H77N7O7.

```
119
Properties=species:S:1:pos:R:3:mulliken_charge:R:1
C -18.992 -4.822 8.736 -2.04
C -18.737 -6.365 8.781 1.51
C -19.918 -7.321 9.125 -1.29
O -19.449 -8.635 9.115 0.11
C -20.550 -9.569 9.281 -1.23
N -18.074 -6.776 7.584 0.30
H -19.904 -4.588 8.186 0.32
H -18.148 -4.233 8.378 0.16
H -19.045 -4.403 9.741 0.60
H -17.916 -6.584 9.463 -0.05
H -20.778 -7.177 8.471 0.28
H -20.231 -6.978 10.111 0.38
H -20.996 -9.425 10.266 0.32
H -20.151 -10.576 9.162 0.28
H -21.234 -9.499 8.435 0.33
H -18.704 -6.653 6.805 -0.16
H -18.068 -7.763 7.801 0.19
C -22.565 -6.667 4.302 -0.98
C -22.101 -5.391 3.773 -0.25
C -20.795 -5.461 2.948 -0.33
O -20.550 -4.293 2.264 0.20
C -19.189 -4.058 2.230 -0.39
N -23.243 -4.891 3.013 -0.75
H -23.566 -6.715 4.731 0.54
H -21.909 -7.077 5.070 0.02
H -22.588 -7.336 3.441 0.23
H -21.876 -4.619 4.508 0.54
H -20.748 -6.364 2.340 0.23
H -20.084 -5.739 3.726 -0.04
H -19.099 -3.098 1.721 -0.23
H -18.384 -4.677 1.833 0.24
H -18.997 -3.859 3.284 0.08
H -23.105 -3.921 2.769 0.32
H -22.992 -5.344 2.146 0.35
C -15.380 -0.382 2.773 -1.76
C -16.361 -1.295 2.022 1.59
C -17.054 -0.585 0.801 -1.08
O -17.869 0.535 1.145 -0.11
C -19.071 0.125 1.773 -1.22
N -15.662 -2.559 1.994 -0.61
H -14.632 -0.801 3.446 0.50
H -16.005 0.203 3.448 0.28
H -14.877 0.239 2.032 0.38
H -17.120 -1.543 2.764 -0.43
H -17.713 -1.275 0.274 0.27
H -16.250 -0.301 0.122 0.40
H -19.081 -0.442 2.704 0.40
H -19.722 -0.502 1.164 0.21
H -19.641 1.044 1.912 0.41
H -14.694 -2.359 1.782 0.32
H -15.966 -3.030 1.154 0.26
C -11.449 1.470 8.043 -1.34
C -11.145 2.268 6.842 0.29
C -12.439 2.587 6.010 -0.53
O -13.499 3.177 6.872 -0.23
C -14.856 2.991 6.546 -0.46
N -10.636 3.539 7.292 -0.78
H -10.739 1.574 8.863 0.39
H -11.752 0.426 7.956 0.27
H -12.305 1.972 8.493 0.30
H -10.384 1.819 6.205 0.41
H -12.897 1.706 5.560 0.22
H -12.352 3.377 5.264 0.40
H -14.895 2.042 6.012 -0.18
H -15.178 3.746 5.829 0.35
H -15.443 2.866 7.456 0.24
H -9.779 3.313 7.775 0.26
H -11.261 3.790 8.045 0.31
C -16.591 -7.164 4.622 -1.34
C -16.685 -8.659 4.789 1.72
C -17.776 -9.339 4.065 -1.18
O -18.978 -9.208 4.897 0.23
C -20.005 -9.971 4.332 -1.31
N -15.428 -9.357 4.385 -0.98
H -16.619 -6.783 3.601 0.59
H -15.679 -6.786 5.084 0.07
H -17.417 -6.690 5.151 -0.05
H -16.811 -8.768 5.866 -0.35
H -17.653 -10.403 3.862 0.37
H -18.082 -8.907 3.112 0.32
H -20.288 -9.713 3.311 0.27
H -20.842 -9.939 5.029 0.22
H -19.596 -10.982 4.337 0.44
H -14.744 -8.944 5.003 0.40
H -15.502 -10.297 4.748 0.33
C -16.487 -3.450 5.789 -1.06
C -15.032 -2.915 5.960 1.54
C -14.645 -2.721 7.450 -0.73
O -15.544 -1.805 8.032 -0.17
C -15.043 -0.443 7.928 -0.71
N -14.335 -4.103 5.524 -0.81
H -16.677 -4.282 6.467 -0.12
H -16.745 -3.636 4.747 0.24
H -17.149 -2.585 5.830 0.67
H -14.911 -2.045 5.315 -0.34
H -13.682 -2.344 7.793 0.37
H -14.772 -3.614 8.062 -0.15
H -15.799 0.159 8.431 0.39
H -14.787 -0.099 6.925 0.13
H -14.142 -0.385 8.539 0.25
H -14.812 -4.793 6.087 0.01
H -14.694 -4.454 4.648 0.42
C -13.424 -9.039 8.698 -1.53
C -14.791 -8.320 8.749 0.10
C -15.056 -7.335 9.942 -0.45
O -13.848 -6.607 10.244 -0.20
C -13.833 -5.696 11.339 -1.10
N -14.933 -7.495 7.589 -0.10
H -12.787 -8.172 8.524 0.34
H -13.547 -9.718 7.855 0.38
H -13.144 -9.613 9.582 0.38
H -15.632 -9.010 8.687 0.56
H -15.336 -7.963 10.787 0.44
H -15.931 -6.691 9.853 0.10
H -13.711 -6.102 12.343 0.33
H -14.711 -5.063 11.467 0.32
H -13.022 -4.971 11.279 0.31
H -15.783 -6.982 7.775 -0.39
H -14.138 -6.895 7.752 0.31
```

Properties
Total charge: -1
2S+1: 2
Molar mass, g/mol: 623.97
Energy relative to the best compared isomer or geometry (same formula, charge and spin), kJ/mol: 302.3
Kohn-Sham gap (alpha / beta), eV: 1.524 / 9.041


2.
DFT (ωB97M-V with the def2-TZVPD basis set) results for 7 unconnected molecules or ions with the total composition C28H77N7O7.

```
119
Properties=species:S:1:pos:R:3:mulliken_charge:R:1
C 9.204 -12.836 22.384 -1.69
C 9.990 -11.722 23.003 0.63
C 10.141 -11.956 24.564 -0.86
O 10.737 -10.853 25.207 -0.33
C 10.172 -10.671 26.575 -0.71
N 11.297 -11.656 22.395 -0.62
H 8.238 -13.082 22.827 0.42
H 9.683 -13.814 22.387 0.41
H 8.886 -12.565 21.377 0.38
H 9.359 -10.846 22.852 0.20
H 10.754 -12.837 24.755 0.32
H 9.141 -12.225 24.903 0.44
H 9.095 -10.579 26.437 0.29
H 10.705 -9.904 27.136 0.27
H 10.287 -11.489 27.286 0.30
H 11.945 -11.670 23.169 0.29
H 11.404 -12.547 21.932 0.26
C 5.126 -2.790 11.757 -1.37
C 3.651 -3.243 11.663 0.33
C 2.731 -2.138 12.427 -0.69
O 1.349 -2.195 12.182 -0.41
C 0.494 -1.301 12.803 -0.76
N 3.205 -3.448 10.292 -0.69
H 5.746 -3.552 11.286 0.33
H 5.313 -2.583 12.811 0.35
H 5.231 -1.863 11.193 0.38
H 3.583 -4.223 12.136 0.25
H 3.037 -1.130 12.146 0.39
H 2.834 -2.285 13.502 0.41
H 0.912 -0.904 13.728 0.31
H -0.519 -1.701 12.848 0.24
H 0.572 -0.377 12.229 0.32
H 2.222 -3.252 10.417 0.32
H 3.630 -2.667 9.814 0.30
C 8.970 -7.548 8.253 -1.28
C 8.057 -6.372 8.492 0.62
C 7.810 -5.399 7.298 -0.79
O 9.142 -4.941 6.906 -0.23
C 9.066 -3.905 5.917 -0.81
N 6.751 -6.901 8.944 -0.64
H 9.318 -7.781 9.259 0.32
H 9.873 -7.431 7.654 0.31
H 8.538 -8.508 7.971 0.36
H 8.463 -5.810 9.333 0.10
H 7.337 -4.552 7.794 0.34
H 7.276 -5.670 6.387 0.34
H 10.098 -3.579 5.788 0.23
H 8.487 -3.072 6.315 0.32
H 8.666 -4.120 4.927 0.30
H 6.475 -7.564 8.233 0.28
H 6.089 -6.141 8.885 0.21
C 8.537 -6.673 15.382 -1.33
C 9.777 -7.545 15.569 0.27
C 9.875 -8.019 16.986 -0.66
O 9.927 -6.884 17.922 -0.29
C 10.277 -7.171 19.224 -0.79
N 9.618 -8.650 14.677 -0.73
H 7.639 -7.241 15.627 0.37
H 8.510 -6.287 14.364 0.37
H 8.493 -5.791 16.021 0.31
H 10.701 -6.987 15.418 0.38
H 10.781 -8.614 17.096 0.37
H 8.964 -8.595 17.147 0.24
H 9.818 -8.042 19.692 0.30
H 10.066 -6.200 19.671 0.26
H 11.366 -7.223 19.228 0.31
H 9.769 -8.292 13.744 0.28
H 8.628 -8.801 14.805 0.34
C 6.546 2.068 14.333 -1.44
C 5.485 1.979 15.445 0.62
C 6.075 1.549 16.822 -0.66
O 6.581 0.237 16.750 -0.29
C 7.560 -0.195 17.719 -0.78
N 4.783 3.222 15.703 -0.73
H 7.002 1.095 14.148 0.32
H 7.378 2.641 14.742 0.32
H 6.372 2.516 13.354 0.36
H 4.666 1.348 15.102 0.21
H 5.272 1.464 17.555 0.28
H 6.918 2.110 17.225 0.39
H 7.777 -1.226 17.440 0.21
H 7.282 -0.038 18.761 0.31
H 8.469 0.398 17.618 0.35
H 5.423 3.876 16.131 0.26
H 4.036 3.159 16.380 0.27
C 3.818 -9.688 12.909 -1.33
C 3.194 -10.093 14.262 0.55
C 2.015 -9.193 14.701 -0.81
O 2.402 -7.851 14.821 -0.26
C 1.316 -6.940 14.622 -0.69
N 2.955 -11.504 14.048 -0.71
H 3.260 -9.966 12.015 0.34
H 4.768 -10.187 12.718 0.39
H 4.100 -8.638 12.989 0.30
H 3.916 -10.089 15.079 0.20
H 1.652 -9.498 15.682 0.35
H 1.184 -9.459 14.047 0.35
H 1.724 -5.989 14.282 0.16
H 0.764 -6.708 15.533 0.30
H 0.611 -7.151 13.818 0.34
H 3.772 -12.090 13.949 0.26
H 2.348 -11.629 13.251 0.26
C 16.629 -6.227 10.394 -1.54
C 15.141 -6.384 9.922 0.51
C 14.272 -5.461 10.768 -0.74
O 12.957 -5.204 10.141 -0.24
C 12.260 -4.087 10.577 -0.62
N 15.082 -6.182 8.459 -0.73
H 17.394 -6.645 9.740 0.41
H 16.760 -6.639 11.395 0.36
H 16.980 -5.195 10.386 0.40
H 15.020 -7.466 9.978 0.19
H 14.815 -4.529 10.928 0.40
H 14.149 -5.943 11.738 0.35
H 12.887 -3.201 10.472 0.27
H 12.218 -4.412 11.616 0.31
H 11.280 -4.041 10.103 0.13
H 14.107 -5.956 8.325 0.30
H 15.545 -5.318 8.216 0.25
```

Properties
Total charge: 0
Molar mass, g/mol: 623.97
Energy relative to the best compared isomer or geometry (same formula, charge and spin), kJ/mol: 565.0
SMILES: COC[C@H](C)N.COC[C@H](C)N.COC[C@H](C)N.COC[C@H](C)N.COC[C@H](C)N.COC[C@H](C)N.COC[C@H](C)N
Kohn-Sham gap, eV: 9.059


3.
DFT (ωB97M-V with the def2-TZVPD basis set) results for 13 unconnected molecules or ions with the total composition C28H78F3O14.

```
123
Properties=species:S:1:pos:R:3:mulliken_charge:R:1
C 10.773 8.074 -8.550 0.35
O 10.015 8.197 -9.781 1.46
O 12.051 7.776 -8.813 -1.26
C 10.473 9.350 -7.745 0.12
F 9.203 9.279 -7.284 -0.19
F 11.291 9.550 -6.701 -0.25
F 10.557 10.457 -8.524 -0.30
C 9.178 7.118 -10.119 0.28
C 8.766 7.290 -11.574 0.00
H 9.659 7.277 -12.201 0.00
H 8.089 6.500 -11.900 0.03
H 8.315 8.283 -11.650 -0.43
H 8.262 7.158 -9.517 0.24
H 9.594 6.106 -10.043 -0.68
H 10.378 7.236 -7.951 0.03
C 5.511 9.384 -13.030 0.17
C 4.453 10.284 -13.654 -0.64
O 5.007 11.369 -14.378 -0.53
H 5.862 9.746 -12.063 -0.28
H 6.372 9.170 -13.662 0.28
H 5.015 8.434 -12.801 0.09
H 3.828 10.634 -12.822 0.29
H 3.767 9.719 -14.284 0.37
H 5.367 11.986 -13.734 0.30
C 7.744 6.940 -5.382 -0.66
C 8.048 7.830 -4.196 -0.13
O 8.380 7.015 -3.054 -0.55
H 6.968 6.199 -5.162 0.44
H 8.600 6.394 -5.775 0.13
H 7.285 7.515 -6.189 0.07
H 7.250 8.539 -3.971 0.30
H 8.978 8.346 -4.454 0.12
H 8.512 7.642 -2.337 0.30
C 6.987 10.045 -9.319 -0.02
C 6.452 10.745 -8.065 -0.52
O 5.030 10.810 -8.149 -0.56
H 8.061 9.881 -9.294 -0.21
H 6.692 10.597 -10.209 0.28
H 6.545 9.045 -9.318 0.06
H 6.815 11.779 -8.080 0.33
H 6.826 10.267 -7.157 0.18
H 4.705 11.165 -7.317 0.31
C 10.315 6.200 -14.926 -0.65
C 9.072 6.578 -15.738 -0.05
O 8.378 5.382 -16.135 -0.58
H 10.982 7.049 -14.765 0.42
H 10.913 5.506 -15.521 0.34
H 10.048 5.749 -13.974 0.00
H 9.274 7.183 -16.616 0.37
H 8.351 7.073 -15.079 -0.11
H 8.136 4.900 -15.334 0.28
C 9.792 2.331 -11.525 -0.80
C 8.505 2.028 -10.789 -0.23
O 7.504 2.982 -11.156 -0.42
H 10.558 1.600 -11.265 0.37
H 10.133 3.324 -11.240 -0.14
H 9.671 2.265 -12.607 0.40
H 8.626 2.152 -9.704 0.29
H 8.068 1.031 -10.921 0.32
H 6.844 3.048 -10.445 0.22
C 10.551 14.323 -9.128 -0.71
C 10.690 15.059 -7.795 -0.50
O 9.431 15.033 -7.102 -0.52
H 9.795 14.793 -9.758 0.35
H 10.282 13.269 -9.045 0.10
H 11.529 14.348 -9.618 0.34
H 10.966 16.087 -8.044 0.30
H 11.474 14.590 -7.207 0.35
H 8.872 15.659 -7.570 0.29
C 5.861 5.588 -9.522 -0.14
C 4.897 4.415 -9.598 -0.67
O 5.573 3.212 -9.194 -0.61
H 5.980 6.003 -8.518 0.35
H 5.483 6.443 -10.093 0.19
H 6.848 5.343 -9.911 -0.15
H 4.575 4.257 -10.629 0.22
H 4.002 4.580 -8.997 0.46
H 5.420 3.061 -8.259 0.31
C 5.673 5.431 -13.544 0.19
C 6.075 4.103 -14.158 -0.69
O 7.405 3.776 -13.822 -0.44
H 6.330 6.262 -13.797 -0.15
H 5.741 5.343 -12.456 -0.30
H 4.630 5.633 -13.801 0.46
H 6.019 4.130 -15.251 0.38
H 5.397 3.271 -13.924 0.39
H 7.502 3.463 -12.906 0.20
C 11.894 2.584 -8.264 -1.29
C 11.503 4.030 -8.216 0.78
O 12.597 4.898 -8.442 -0.67
H 11.050 1.976 -7.927 0.33
H 12.745 2.344 -7.621 0.38
H 12.157 2.226 -9.260 0.23
H 11.029 4.385 -7.292 0.22
H 10.738 4.148 -9.002 -0.38
H 12.262 5.817 -8.430 0.31
C 13.323 5.481 -13.350 -1.46
C 12.672 5.633 -11.995 1.11
O 13.002 6.883 -11.450 -0.63
H 14.408 5.591 -13.283 0.41
H 12.900 6.190 -14.056 0.24
H 13.210 4.463 -13.733 0.34
H 12.942 4.857 -11.266 0.15
H 11.585 5.505 -12.130 -0.48
H 12.641 7.018 -10.554 0.36
C 10.442 12.373 -12.147 -1.42
C 9.822 11.056 -11.703 0.97
O 10.810 10.052 -11.662 -0.63
H 9.635 13.112 -12.190 0.35
H 10.932 12.386 -13.120 0.37
H 11.162 12.695 -11.396 0.24
H 9.015 10.729 -12.371 -0.01
H 9.386 11.223 -10.713 -0.34
H 10.641 9.438 -10.917 0.16
C 13.396 10.404 -4.509 -0.96
C 13.370 9.190 -3.611 0.00
O 14.408 8.314 -4.049 -0.54
H 14.336 10.953 -4.400 0.36
H 12.591 11.103 -4.277 0.34
H 13.357 10.141 -5.563 0.14
H 12.406 8.693 -3.768 0.12
H 13.485 9.439 -2.553 0.28
H 14.212 7.423 -3.749 0.30
```

Properties
Total charge: -1
Molar mass, g/mol: 695.91
Energy relative to the best compared isomer or geometry (same formula, charge and spin), kJ/mol: 88.1
Kohn-Sham gap, eV: 7.059


4.
DFT (ωB97M-V with the def2-TZVPD basis set) results for a molecular structure, C28H78HfO32.

```
139
Properties=species:S:1:pos:R:3:mulliken_charge:R:1
Hf 13.923 15.168 13.111 -0.09
C 15.101 14.256 14.584 1.32
O 14.518 14.414 15.586 -0.47
O 15.263 13.232 13.767 -0.56
O 16.244 15.591 13.949 -0.72
C 12.646 15.848 11.611 -0.28
O 12.682 14.632 10.851 0.79
O 13.795 16.787 11.094 1.19
O 11.628 16.441 12.102 0.66
C 11.387 14.481 15.125 -1.09
C 11.182 13.606 13.913 0.53
O 12.573 13.571 13.410 0.82
O 12.165 15.598 14.596 -0.12
H 12.000 13.929 15.837 0.33
H 10.527 14.921 15.614 0.49
H 10.552 14.131 13.201 -0.68
H 10.845 12.591 14.117 0.54
H 12.615 12.887 12.668 -0.53
H 12.020 16.366 15.180 -0.06
C 8.090 14.434 11.532 -0.25
C 8.611 15.850 11.291 0.49
O 9.056 16.480 12.467 -0.86
O 6.856 14.468 12.198 -0.59
H 8.709 13.735 12.088 -0.17
H 7.999 13.979 10.530 0.31
H 7.809 16.398 10.786 0.37
H 9.451 15.805 10.583 -0.08
H 10.013 16.331 12.543 0.02
H 6.095 14.463 11.615 0.36
C 17.245 16.538 10.928 -0.31
C 16.960 15.070 11.248 -0.78
O 15.527 14.800 11.376 0.22
O 17.367 16.881 9.555 -0.70
H 18.214 16.885 11.277 0.42
H 16.540 17.208 11.451 -0.20
H 17.418 14.852 12.199 0.47
H 17.393 14.392 10.515 0.50
H 15.124 15.107 10.526 -0.47
H 16.510 17.230 9.268 0.49
C 14.801 13.562 7.723 -0.38
C 15.956 12.706 8.178 -0.78
O 15.479 11.876 9.272 -0.26
O 14.497 14.518 8.736 -0.25
H 13.874 13.009 7.571 0.17
H 15.130 13.965 6.768 0.31
H 16.789 13.320 8.548 0.34
H 16.277 12.047 7.356 0.48
H 16.341 11.639 9.625 0.16
H 13.555 14.494 8.930 -0.39
C 10.448 9.167 10.805 -0.49
C 9.708 10.248 11.543 -0.43
O 10.557 11.339 11.857 0.10
O 10.857 9.605 9.505 -0.64
H 9.788 8.297 10.669 0.48
H 11.292 8.776 11.384 0.25
H 9.360 9.767 12.457 0.39
H 8.837 10.585 10.957 0.30
H 10.413 12.051 11.191 -0.22
H 11.725 10.029 9.591 0.22
C 8.970 19.797 11.232 0.81
C 9.160 21.250 11.682 -0.53
O 8.344 22.206 10.969 -0.62
O 7.886 19.176 11.898 -0.67
H 9.931 19.267 11.396 -0.45
H 8.798 19.796 10.152 0.27
H 10.182 21.595 11.500 0.19
H 8.885 21.385 12.737 0.32
H 7.394 22.115 11.021 0.31
H 8.167 18.309 12.192 0.36
C 10.403 19.127 14.675 -0.01
C 10.602 18.782 16.102 -0.90
O 10.575 17.364 16.254 -0.53
O 11.560 18.721 13.873 -0.69
H 10.317 20.209 14.549 0.22
H 9.481 18.710 14.250 0.29
H 9.797 19.094 16.755 0.46
H 11.500 19.192 16.532 0.32
H 9.693 17.000 16.123 0.27
H 11.217 18.198 13.142 -0.23
C 13.863 9.423 7.823 -0.47
C 13.563 7.926 8.080 -0.56
O 12.197 7.627 8.046 -0.58
O 13.466 10.150 8.973 0.35
H 13.364 9.866 6.960 0.31
H 14.945 9.563 7.711 0.32
H 14.107 7.646 9.001 0.24
H 14.014 7.416 7.215 0.37
H 11.701 8.334 8.488 0.46
H 14.103 10.842 9.193 -0.30
C 14.430 19.193 9.009 -0.40
C 14.286 19.833 10.460 -0.42
O 13.099 19.472 11.095 -0.58
O 14.865 17.868 8.950 -0.71
H 15.124 19.789 8.403 0.53
H 13.452 19.391 8.579 -0.06
H 14.279 20.919 10.319 0.51
H 15.181 19.610 11.065 0.04
H 13.217 18.544 11.324 -0.11
H 14.371 17.369 9.617 0.37
C 15.132 18.129 14.013 0.09
C 15.479 18.503 15.440 -0.97
O 14.357 19.209 15.972 -0.42
O 14.011 17.199 13.885 0.49
H 16.064 17.777 13.595 0.16
H 14.865 19.007 13.411 0.24
H 16.366 19.135 15.332 0.52
H 15.692 17.646 16.086 0.31
H 14.680 19.940 16.516 0.27
H 13.201 17.770 13.864 -0.42
C 14.558 10.672 12.057 -0.13
C 14.071 10.143 13.385 -0.88
O 14.703 10.729 14.500 -0.70
O 13.912 11.883 11.731 1.22
H 14.283 9.963 11.264 0.04
H 15.649 10.830 12.059 0.26
H 14.257 9.059 13.386 0.47
H 12.985 10.291 13.443 0.16
H 14.551 11.680 14.417 0.44
H 14.514 12.413 11.188 -0.70
C 9.169 18.097 6.934 -0.65
C 10.637 18.337 6.924 -0.19
O 11.365 17.153 6.516 -0.47
O 8.865 17.398 8.173 -0.33
H 8.859 17.637 5.993 0.33
H 8.634 19.057 6.960 0.41
H 11.034 18.641 7.888 -0.10
H 10.911 19.115 6.222 0.53
H 11.573 17.317 5.594 0.22
H 7.928 17.201 8.232 0.21
C 10.475 14.149 7.716 -0.30
C 10.443 12.933 8.590 -0.52
O 10.537 13.264 9.959 1.04
O 11.780 14.685 7.698 -0.32
H 9.716 14.823 8.124 -0.06
H 10.140 13.821 6.721 0.48
H 11.152 12.160 8.247 -0.17
H 9.542 12.322 8.542 0.54
H 11.235 13.942 10.100 -0.52
H 11.751 15.606 7.409 0.24
```

Properties
Total charge: 0
Molar mass, g/mol: 1105.39
Kohn-Sham gap, eV: 6.727